{"formula": "C30H45CoNO4P2", "method": "ωB97M-V/def2-TZVPD", "elements": ["Co", "P", "P", "O", "O", "O", "O", "N", "C", "C", "C", "C", "C", "C", "C", "C", "C", "C", "C", "C", "C", "C", "C", "C", "C", "C", "C", "C", "C", "C", "C", "C", "C", "C", "C", "C", "C", "C", "H", "H", "H", "H", "H", "H", "H", "H", "H", "H", "H", "H", "H", "H", "H", "H", "H", "H", "H", "H", "H", "H", "H", "H", "H", "H", "H", "H", "H", "H", "H", "H", "H", "H", "H", "H", "H", "H", "H", "H", "H", "H", "H", "H", "H"], "positions_angstrom": [[0.078, -0.937, -2.705], [1.531, 0.696, -1.172], [-1.974, 0.817, 0.013], [-0.036, 2.510, 1.737], [-2.075, 3.495, 2.105], [-1.595, 2.229, 8.829], [0.550, 2.676, 8.721], [-0.555, 2.470, 8.174], [0.405, 2.960, 4.610], [0.971, -1.298, 1.312], [-1.414, -0.963, 2.191], [-0.639, -2.650, 0.363], [-1.176, -1.549, -3.961], [1.636, -0.296, 2.163], [-0.971, 2.966, 2.452], [-0.525, 0.905, -4.572], [0.614, -3.044, -0.161], [-3.000, 2.305, -0.192], [-1.904, 2.412, 6.125], [0.839, 1.431, -4.064], [-3.003, -0.409, -0.921], [0.866, -4.215, -1.021], [-1.991, 2.609, 4.745], [1.615, -2.265, 0.485], [-0.351, -2.126, -5.052], [-0.512, 1.266, -1.046], [-1.859, -3.474, 0.279], [1.612, 0.430, -3.240], [1.116, -1.551, -4.996], [3.256, 0.001, -1.070], [0.515, 2.811, 5.996], [-0.641, 2.551, 6.756], [2.095, 2.358, -0.593], [3.036, -2.676, 0.555], [1.584, -1.029, -3.666], [-1.201, -0.138, -3.711], [-0.834, 2.856, 3.962], [-0.422, -1.565, 1.278], [0.017, -4.395, -1.684], [1.334, 2.817, 0.055], [-1.881, -4.211, 1.101], [1.011, -0.055, 3.025], [-2.698, 2.989, 0.644], [-0.838, 1.130, -2.094], [1.439, 1.663, -4.955], [2.994, 2.197, 0.023], [-1.214, 1.763, -4.569], [-2.060, -2.126, -3.680], [-2.813, 2.768, -1.175], [-0.400, 2.359, -0.950], [2.605, -0.674, 2.508], [-2.967, 2.562, 4.257], [-2.125, 0.206, -3.219], [-0.337, -3.228, -5.011], [3.361, -3.158, -0.379], [1.258, -0.817, -5.800], [1.811, 0.662, 1.660], [1.308, 3.161, 4.030], [3.172, -3.427, 1.359], [2.654, 0.805, -3.221], [3.726, -1.852, 0.779], [-2.787, -2.898, 0.335], [-4.054, 2.012, -0.076], [-2.787, 2.184, 6.713], [1.018, -5.137, -0.437], [-1.069, -1.057, 3.228], [-0.402, 0.564, -5.619], [1.768, -4.071, -1.624], [1.748, -2.427, -5.208], [3.901, 0.608, -1.728], [1.464, 2.914, 6.515], [-1.861, -4.045, -0.655], [2.339, 3.006, -1.446], [-2.411, -1.273, -1.253], [-3.472, 0.060, -1.796], [0.750, 2.365, -3.487], [-3.790, -0.761, -0.240], [3.282, -1.038, -1.416], [3.641, 0.089, -0.046], [-1.553, 0.134, 2.020], [-2.391, -1.448, 2.108], [-0.764, -1.898, -6.046], [2.429, -1.587, -3.255]], "mulliken_charge": [0.242, 1.674, 0.433, -0.613, -0.834, -0.580, -0.580, 0.922, -0.199, 0.520, -0.679, 0.594, -1.021, -1.219, 0.115, -1.148, 0.516, -1.106, -0.546, -0.619, -1.207, -2.076, -0.568, 0.954, -1.104, -1.586, -1.705, -0.970, -1.151, -2.019, -0.495, -0.043, -1.491, -1.589, 0.246, 0.397, 0.607, 0.306, 0.409, 0.487, 0.358, 0.454, 0.344, 0.315, 0.510, 0.476, 0.411, 0.618, 0.367, 0.799, 0.417, 0.470, 0.680, 0.488, 0.410, 0.324, -0.028, 0.442, 0.343, 0.746, 0.441, 0.340, 0.500, 0.473, 0.344, 0.470, 0.234, 0.409, 0.344, 0.600, 0.477, 0.423, 0.365, -0.065, 0.567, 0.295, 0.485, 0.267, 0.459, 0.137, 0.339, 0.378, 0.501], "gap_ev": [5.73, 4.86], "total_charge": 1, "s2": 6.199, "e_tot_ha": -3590.6186, "spin_multiplicity": 5}